Entry from OMol25: 14 unconnected molecules or ions with the total composition C91H180F30N14O20S10 at a distorted geometry (the ωB97M-V functional and the def2-TZVPD basis).

Positions of all 345 atoms, in Å:
C 20.11518 25.43092 14.93393
C 19.22312 26.23834 13.99706
C 18.28987 25.24622 13.17026
C 17.25880 26.08508 12.34633
N 15.93961 25.37022 11.86268
C 14.98728 24.91746 13.03308
C 14.67685 23.36188 12.83336
C 15.08574 23.12732 11.34929
C 16.28514 24.06818 11.09498
C 15.18113 26.35406 10.87540
H 20.87890 25.93020 15.53022
H 20.63249 24.62736 14.40974
H 19.55665 24.93304 15.72656
H 19.91409 26.72674 13.30994
H 18.79090 27.09442 14.51514
H 17.68709 24.66824 13.87076
H 18.89792 24.57936 12.55899
H 17.73798 26.45568 11.44016
H 16.92212 26.93552 12.93920
H 14.09002 25.45886 12.73320
H 15.38820 25.12332 14.02554
H 13.62180 23.09012 12.86689
H 15.15201 22.72700 13.58119
H 14.28293 23.28818 10.62976
H 15.35144 22.08762 11.15813
H 16.48130 24.36966 10.06603
H 17.19010 23.58042 11.45723
H 15.77932 26.55876 9.98750
H 15.01552 27.27460 11.43510
H 14.28199 25.89386 10.46568
C 24.43871 19.03896 24.13605
C 23.20400 19.22104 23.22348
C 21.90490 18.43380 23.48825
C 21.55601 18.67092 24.93766
N 20.25208 17.90068 25.38282
C 20.24836 16.39528 25.04726
C 18.80150 16.02250 24.74013
C 17.97984 17.24940 24.50600
C 19.03625 18.40112 24.52403
C 20.01669 18.24633 26.89346
H 25.25918 19.62511 23.72209
H 24.61253 17.96722 24.23226
H 24.23004 19.31172 25.17054
H 23.51375 18.98860 22.20459
H 22.90240 20.26504 23.13842
H 22.14452 17.41665 23.17824
H 21.18594 18.82680 22.76940
H 21.37270 19.70582 25.22658
H 22.29689 18.22802 25.60328
H 20.69916 15.77994 25.82587
H 20.84489 16.12194 24.17689
H 18.39164 15.39880 25.53456
H 18.84901 15.42574 23.82923
H 17.18657 17.38028 25.24200
H 17.51203 17.13970 23.52763
H 18.60409 19.30352 24.95649
H 19.34348 18.71090 23.52516
H 20.33692 19.26516 27.11145
H 20.64605 17.49398 27.36883
H 19.00337 18.01003 27.21820
C 21.12555 29.19974 18.22458
C 20.51092 30.60246 18.01045
C 19.04285 30.64468 18.48788
C 18.51682 32.10042 18.37144
N 16.99077 32.24834 18.42626
C 16.50641 33.72261 18.53556
C 15.08172 33.74212 19.17229
C 15.04631 32.51232 20.03303
C 16.38493 31.67278 19.76736
C 16.28263 31.58778 17.22378
H 21.49293 29.05590 19.24067
H 21.94581 29.04320 17.52403
H 20.38932 28.44322 17.95304
H 20.50860 30.79912 16.93834
H 21.11624 31.37390 18.48645
H 18.89160 30.24134 19.48914
H 18.48030 29.95878 17.85449
H 18.91345 32.57990 17.47651
H 18.84322 32.75220 19.18184
H 16.72047 34.17668 17.56804
H 17.17579 34.20510 19.24776
H 14.28711 33.77085 18.42673
H 14.97885 34.66432 19.74419
H 14.15901 31.89498 19.89278
H 14.86225 32.70644 21.08970
H 16.20578 30.60784 19.61930
H 17.09629 31.84532 20.57500
H 16.67634 30.59236 17.01829
H 16.61694 32.20684 16.39126
H 15.22116 31.58280 17.47148
C 18.33120 20.03092 19.96236
C 18.12531 21.22576 21.06141
C 19.34062 22.15880 21.20152
C 19.43506 23.12012 19.94809
N 20.75980 23.99296 19.99815
C 20.85876 24.92366 18.66042
C 22.31366 25.09182 18.39367
C 23.09733 24.09730 19.27589
C 22.07030 23.12818 19.91834
C 20.79321 24.94776 21.21840
H 19.15948 19.42234 20.32523
H 18.60873 20.43466 18.98868
H 17.42996 19.43524 19.81726
H 17.84632 20.82814 22.03719
H 17.32740 21.86100 20.67681
H 20.32270 21.70944 21.34879
H 19.08461 22.81590 22.03265
H 18.56167 23.76912 19.88412
H 19.48247 22.55602 19.01661
H 20.26505 25.83124 18.76959
H 20.25495 24.53856 17.83870
H 22.66198 26.12262 18.45866
H 22.49090 24.96122 17.32614
H 23.72670 24.51872 20.05973
H 23.85467 23.58032 18.68660
H 22.25236 22.65168 20.88161
H 21.71817 22.35266 19.23816
H 21.75981 25.44050 21.11354
H 20.95824 24.33370 22.10372
H 19.93183 25.61532 21.24015
C 30.57572 21.52674 23.00390
C 29.02445 21.16488 22.89520
C 28.46669 21.38984 21.53399
C 28.60025 22.87214 21.01229
N 28.14177 23.17714 19.57368
C 26.68190 22.80478 19.23150
C 26.58236 22.51180 17.71265
C 28.08658 22.21320 17.23722
C 28.93012 22.23738 18.52840
C 28.40478 24.67554 19.27237
H 30.73099 22.60520 23.03417
H 31.04235 21.19308 22.07707
H 30.94868 21.18490 23.96938
H 28.52081 21.80846 23.61648
H 28.84290 20.14616 23.23776
H 27.39586 21.19190 21.58142
H 28.84802 20.59534 20.89252
H 29.64530 23.16988 21.09787
H 28.07527 23.63856 21.58244
H 25.95686 23.57510 19.49426
H 26.58918 21.91224 19.85027
H 25.93230 23.24652 17.23757
H 25.94040 21.63806 17.60041
H 28.43524 22.91314 16.47786
H 28.14493 21.17606 16.90701
H 29.96652 22.54374 18.38656
H 29.01764 21.24544 18.97169
H 29.47654 24.76876 19.09702
H 28.12574 25.24714 20.15753
H 27.91058 25.13670 18.41727
C 14.25001 19.55616 19.28867
C 14.02786 18.14446 19.75241
C 13.22090 17.22766 18.83656
C 12.97423 15.80860 19.31504
N 12.31396 14.92426 18.26991
C 12.06910 13.53534 18.84325
C 12.04664 12.60782 17.66080
C 12.95944 13.24308 16.50597
C 13.28034 14.68454 17.08643
C 11.00208 15.60984 17.79526
H 14.75807 19.64331 18.32827
H 14.74062 20.11910 20.08272
H 13.30040 19.96328 18.94140
H 13.53212 18.14366 20.72315
H 14.97417 17.76669 20.13959
H 13.74038 17.18929 17.87908
H 12.22804 17.66838 18.74661
H 12.16653 15.78422 20.04657
H 13.91136 15.37180 19.66014
H 11.12147 13.44670 19.37450
H 12.97317 13.40938 19.43899
H 11.06253 12.69530 17.20040
H 12.27022 11.55478 17.83179
H 12.43678 13.35416 15.55592
H 13.77539 12.53264 16.37330
H 13.15787 15.37512 16.25205
H 14.28736 14.86288 17.46354
H 11.09403 16.54550 17.24374
H 10.34745 15.76408 18.65303
H 10.41512 14.91004 17.20040
C 25.58239 27.56806 28.05507
C 24.10989 27.90100 28.39725
C 23.34655 28.45196 27.15385
C 23.04160 27.51696 25.93420
N 22.08855 28.13270 24.87769
C 22.11752 27.23646 23.57032
C 21.76732 28.15694 22.46370
C 22.10356 29.61478 22.87819
C 22.55180 29.50030 24.33118
C 20.60943 28.18576 25.30358
H 25.62074 26.62402 27.51153
H 26.14775 27.47438 28.98226
H 26.08325 28.37044 27.51339
H 24.02644 28.70898 29.12411
H 23.46457 27.12234 28.80389
H 23.92759 29.30518 26.80384
H 22.43473 28.89766 27.55139
H 22.61810 26.53598 26.14964
H 24.01329 27.35758 25.46673
H 21.49906 26.35106 23.71751
H 23.17225 26.96440 23.53006
H 20.71177 27.99848 22.24275
H 22.29075 27.91618 21.53842
H 21.22661 30.25444 22.77864
H 22.84913 30.12308 22.26676
H 22.24035 30.35914 24.92573
H 23.63848 29.58206 24.35448
H 20.49214 27.21614 25.78749
H 19.93468 28.18908 24.44754
H 20.40736 29.02030 25.97501
C 23.43534 27.86860 14.94663
C 22.71927 27.42168 13.67337
C 23.35765 26.10012 13.12200
C 24.75834 26.28372 12.54937
N 25.38605 24.96414 12.05496
C 25.48409 23.85870 13.11908
C 26.49138 24.29204 14.20335
C 27.54881 24.99246 13.36022
C 26.92732 25.20586 11.90935
C 24.71125 24.53498 10.71359
H 22.81367 28.56052 15.51486
H 24.34348 28.39614 14.65495
H 23.70422 27.02092 15.57690
H 22.66029 28.29384 13.02224
H 21.73321 27.32362 14.12745
H 22.61907 25.85212 12.35970
H 23.30240 25.26034 13.81468
H 25.47301 26.62958 13.29617
H 24.75121 27.04614 11.77042
H 25.87030 22.95868 12.64064
H 24.51780 23.68738 13.59344
H 27.00945 23.49880 14.74231
H 26.22371 25.05374 14.93565
H 28.52041 24.49840 13.36404
H 27.71074 25.98744 13.77478
H 27.30456 24.44320 11.22809
H 27.19418 26.24296 11.70610
H 25.17636 23.65610 10.26715
H 24.75529 25.44598 10.11674
H 23.67599 24.27054 10.92904
C 16.23558 24.34002 22.46262
C 14.99194 24.29932 23.31805
C 15.25132 24.57796 24.78653
C 13.88643 24.78914 25.59415
N 14.27174 25.09938 27.07084
C 14.97697 23.89998 27.74730
C 14.50813 23.92858 29.25554
C 13.26817 24.80298 29.17772
C 12.94361 25.29688 27.86117
C 15.11428 26.36036 27.14516
H 16.83600 25.24974 22.46233
H 16.07947 23.92150 21.46835
H 16.90258 23.58668 22.88177
H 14.50530 23.35496 23.07419
H 14.38156 25.12242 22.94649
H 15.92092 25.43568 24.85010
H 15.90386 23.88850 25.32220
H 13.26014 23.89806 25.55124
H 13.48848 25.70964 25.16707
H 16.04057 24.08656 27.59884
H 14.66815 23.03772 27.15635
H 15.17004 24.42876 29.96250
H 14.32229 22.88400 29.50540
H 13.36551 25.66722 29.83478
H 12.48471 24.13202 29.52998
H 12.60278 26.32188 27.71518
H 12.33601 24.60650 27.27611
H 15.41443 26.54180 28.17719
H 14.61131 27.18788 26.64486
H 16.10767 26.29868 26.70076
C 24.27611 23.68054 23.60946
F 23.60566 22.85378 22.77137
F 25.53227 23.31048 23.76616
F 24.22772 24.85438 23.04524
S 23.47688 23.62214 25.38087
O 23.60893 22.25486 25.86634
O 24.10524 24.61596 26.21758
N 21.90265 24.19872 25.09896
S 21.01702 23.26116 25.94690
O 20.82892 21.97132 25.24326
O 21.32739 23.12728 27.36986
C 19.27344 24.06114 25.81598
F 19.35517 25.34148 26.08779
F 18.72682 23.82066 24.61250
F 18.49797 23.38650 26.74404
C 14.97238 20.07850 23.10535
F 15.88900 19.12082 22.76887
F 15.32653 21.09728 22.30167
F 13.79488 19.56610 22.78906
S 15.21266 20.57922 25.01945
O 16.57949 21.18406 25.02172
O 14.08195 21.50438 25.28355
N 15.12533 19.08340 25.87046
S 15.71901 19.41556 27.27382
O 17.14884 19.58982 27.36577
O 14.91751 20.31026 28.10220
C 15.41210 17.66022 28.14675
F 14.09517 17.26940 28.18351
F 16.09799 16.64154 27.56223
F 15.69633 17.71031 29.49077
C 22.30654 20.85240 14.72844
F 22.77929 20.10178 13.70894
F 22.44872 22.12322 14.51996
F 20.97584 20.67814 14.88945
S 23.28289 20.39782 16.35736
O 24.66671 20.13584 15.95318
O 23.22953 21.54014 17.25203
N 22.41101 19.01494 16.68965
S 22.00434 19.15998 18.18284
O 23.16500 19.25736 19.06373
O 21.05858 20.25104 18.43433
C 21.14548 17.53470 18.61288
F 22.03850 16.50406 18.34472
F 20.86808 17.58210 19.90844
F 20.02741 17.40516 17.86974
C 27.07559 27.78052 17.00513
F 27.49948 28.99680 17.40315
F 26.52035 28.10650 15.86557
F 28.14490 27.05938 16.77269
S 25.74942 27.08604 18.26005
O 24.62336 28.01644 18.15070
O 25.55822 25.69182 17.86266
N 26.58587 27.09146 19.79126
S 25.51874 27.60052 20.71574
O 25.44551 29.05712 20.77175
O 24.18816 26.91458 20.81834
C 26.45199 27.07642 22.33647
F 27.52880 27.87088 22.56149
F 25.56838 27.31124 23.35438
F 26.83163 25.83122 22.31739
C 17.19668 27.01452 17.03407
F 16.58301 26.83786 15.84253
F 18.50638 26.98754 16.90012
F 16.70132 28.17190 17.60818
S 16.77587 25.56086 18.27695
O 17.37507 25.93660 19.55548
O 15.33124 25.54352 18.36381
N 17.63958 24.25454 17.50637
S 16.49272 23.21964 17.41821
O 16.13109 22.71878 18.75673
O 15.37057 23.59810 16.51371
C 17.45703 21.78386 16.42789
F 18.73341 21.63044 16.84132
F 16.83823 20.60954 16.69967
F 17.41553 22.08470 15.08069

Calculated values
total charge = +4
gap between HOMO and LUMO = 8.3 eV
2S+1 = 1